# 1
18
Properties=species:S:1:pos:R:3:forces:R:3 method="wB97M-V/def2-TZVPD" relative_energy_kcal_mol=83.7 multiplicity=1 homo_lumo_gap_ev="7.20 / 7.18" e_homo_ha="-0.3029 / -0.3027"
C -0.02306 -1.25102 -1.21580 1.4 0.8 -2.6
C -0.65658 -1.82608 -0.29336 -0.5 1.4 2.8
C 0.53439 0.12283 -1.32691 1.2 1.1 -0.3
C 0.99079 0.93771 -0.06648 -1.5 -3.3 0.9
C -0.56338 -0.04643 1.54839 -3.5 -2.5 -0.1
C -0.24859 1.20027 0.80535 2.2 2.6 0.5
O 0.16725 -0.65768 2.52314 0.3 1.4 -1.9
O -1.29185 1.71742 -0.00854 0.6 1.7 3.8
Br 0.27295 -2.15139 -3.21214 -0.3 0.4 1.5
Br -1.51856 -3.39055 -0.11357 -0.4 -0.8 0.2
H 1.41570 0.08006 -2.01442 -1.0 0.3 0.4
H -0.26415 0.78835 -1.72713 1.0 -0.6 -0.8
H 1.62336 0.36617 0.62504 0.5 -0.1 -0.6
H 1.51881 1.75948 -0.39982 0.8 2.0 -0.5
H -1.72873 -0.16738 1.62318 2.5 -0.1 0.5
H 0.05187 2.05312 1.60966 -0.9 -1.9 -1.6
H 1.12909 -0.60245 2.27394 -1.1 0.0 0.4
H -1.40932 1.06756 -0.63051 -1.1 -2.3 -2.5



# 2
18
Properties=species:S:1:pos:R:3:forces:R:3 method="wB97M-V/def2-TZVPD" relative_energy_kcal_mol=67.4 multiplicity=1 homo_lumo_gap_ev=8.18 e_homo_ha=-0.3104 smiles=NN(NBr)c1ccccc1
C -1.98996 1.68899 -0.28214 -2.2 0.3 0.2
C -2.01174 0.39418 -0.77801 -0.4 -0.4 -1.8
C -0.95898 2.11168 0.51159 1.9 -3.2 -1.1
C -0.92798 -0.42833 -0.57218 -0.6 -0.8 -0.6
C 0.15871 1.26749 0.72157 -1.7 0.3 0.8
C 0.09952 -0.06160 0.29112 1.2 1.1 -0.4
N 1.23121 -2.10064 -0.17683 -0.2 -0.5 1.4
N 2.35805 -0.34746 1.04003 -2.3 1.5 -1.3
N 1.14248 -0.93878 0.63799 2.9 -0.6 0.5
Br 3.49520 0.52438 -0.39486 -0.7 -0.9 0.8
H -2.90684 2.25513 -0.43316 0.3 0.4 0.0
H -2.78995 -0.04192 -1.53317 1.2 1.4 1.7
H -0.74909 2.94532 1.05567 -0.8 3.0 0.8
H -0.99215 -1.30401 -1.21826 0.7 -0.3 0.9
H 0.84381 1.75454 1.42159 0.4 -1.1 -0.5
H 1.85826 -1.89880 -0.91162 0.7 0.7 -1.6
H 1.76684 -2.79771 0.34719 -0.6 0.2 0.2
H 2.96048 -0.80245 1.69630 0.1 -0.9 -0.2



# 3
19
Properties=species:S:1:pos:R:3:forces:R:3 method="wB97M-V/def2-TZVPD" relative_energy_kcal_mol=111.5 multiplicity=1 homo_lumo_gap_ev=8.64 e_homo_ha=-0.3273
C -0.76300 -0.58926 -0.05502 0.5 1.1 0.4
C -2.15072 -0.47302 0.07744 1.7 0.4 0.2
C 0.58290 2.07909 1.04445 0.5 0.1 3.0
C 0.22014 2.35569 -0.38440 1.3 2.0 -1.2
C 0.87830 1.11453 0.00363 0.3 -2.5 -1.6
C 0.67222 -2.54836 -0.27879 0.7 1.9 -1.5
N -2.69799 -1.69022 0.08156 -1.5 -0.1 0.1
N -1.78115 -2.60798 -0.05425 -0.1 0.6 0.1
N -0.63900 -1.94950 -0.10620 2.5 2.4 -0.3
O 2.12533 0.66682 -0.35040 -1.0 0.3 2.0
Br -3.00162 1.18948 0.44940 -0.3 -0.8 -0.2
H 1.36423 2.74364 1.53618 -0.8 -1.4 -0.7
H -0.24357 1.72749 1.72574 0.9 0.9 -0.8
H -0.83055 2.31200 -0.41680 -1.0 0.3 -1.1
H 0.83903 3.20386 -0.93472 -1.5 -2.1 1.1
H 0.61949 -3.12393 -1.15683 0.1 -1.1 -1.0
H 1.55015 -1.81469 -0.45043 -2.0 -0.6 0.5
H 0.92891 -3.11569 0.53797 0.5 -1.5 1.9
H 2.32689 0.52005 -1.26853 -0.7 0.2 -0.9



# 4
23
Properties=species:S:1:pos:R:3:forces:R:3 method="wB97M-V/def2-TZVPD" relative_energy_kcal_mol=50.0 multiplicity=1 homo_lumo_gap_ev="8.00 / 6.37" e_homo_ha="-0.3865 / -0.3764"
C -0.62453 -1.14754 -1.42761 -0.6 -1.6 -0.4
C -0.85229 1.26039 -1.50235 0.5 0.7 -0.1
C 0.00295 -1.05056 -0.11945 0.4 2.5 0.0
C 0.80206 0.28687 0.16941 -0.5 -2.2 0.3
C 2.20478 -0.02500 -0.41666 0.2 4.0 -0.5
C -0.08241 0.68767 2.38543 -1.0 1.8 -0.8
N -0.93248 0.01037 -2.05688 -0.9 1.0 -1.7
N 0.01539 1.34812 -0.44292 -0.6 1.1 -0.2
N -0.00636 -2.19925 0.72246 0.4 1.5 -2.0
O -0.97082 -2.87898 0.57348 -1.6 -1.6 0.9
O -0.89399 -2.19332 -1.97478 0.3 -0.5 -0.1
O -1.42853 2.23003 -1.96853 0.2 -0.6 0.4
O 0.97521 -2.39673 1.37499 1.2 -0.6 1.4
O 1.01729 0.49823 1.51040 0.8 0.2 1.0
Br -4.09394 0.80074 0.31445 0.1 0.0 0.0
H 2.75238 -0.63275 0.33459 -0.2 0.3 -1.1
H 2.67664 1.06200 -0.67234 -0.6 -2.4 1.2
H 2.07405 -0.34670 -1.44217 0.2 -1.0 0.0
H -0.21886 1.78805 2.55806 0.2 -0.8 0.0
H -0.03064 0.22416 3.37141 0.6 -0.4 -0.4
H -0.96842 0.38111 1.84103 -0.5 -0.3 0.3
H -1.41906 -0.03865 -2.98101 0.6 -0.2 1.4
H 0.00155 2.33173 -0.15100 0.7 -0.8 0.5



# 5
18
Properties=species:S:1:pos:R:3:forces:R:3 method="wB97M-V/def2-TZVPD" relative_energy_kcal_mol=69.3 multiplicity=1 homo_lumo_gap_ev="7.04 / 6.67" e_homo_ha="-0.2785 / -0.2728"
C -0.24713 1.45431 -0.62863 -0.4 0.5 0.1
C -1.94756 -0.78356 -0.94134 0.8 1.8 1.9
C -1.82390 0.72332 0.96830 0.1 0.5 1.0
C 0.51220 0.32290 -0.86719 -1.2 -1.2 -0.3
C 2.18532 -0.48155 0.77848 -0.2 -0.2 0.0
C 0.88801 -0.81686 0.03234 0.3 0.3 0.2
N -1.20587 1.70673 0.23398 0.2 0.5 0.0
N -2.40761 -0.35101 0.08062 0.0 -1.4 -1.8
Cl -2.03368 -1.73661 -2.23139 -0.2 -0.8 -0.8
Cl 1.42341 0.32621 -2.35117 0.2 0.1 -0.1
H -0.08842 2.28178 -1.31683 0.2 0.0 -0.1
H -1.22095 0.15956 1.69793 -0.1 0.0 -0.1
H -2.69937 1.13987 1.47533 0.2 -0.2 0.1
H 2.98538 -0.29279 0.06967 0.1 0.0 -0.1
H 2.47856 -1.30951 1.41679 0.1 -0.1 0.1
H 2.04993 0.40441 1.39136 0.0 0.1 0.1
H 0.10365 -1.02973 0.75720 0.0 0.0 0.0
H 1.04801 -1.71745 -0.56545 -0.1 0.0 0.0



# 6
18
Properties=species:S:1:pos:R:3:forces:R:3 method="wB97M-V/def2-TZVPD" relative_energy_kcal_mol=33.9 multiplicity=1 homo_lumo_gap_ev=9.66 e_homo_ha=-0.3307
C 2.18802 1.34393 1.01590 -1.5 -0.3 0.5
C 1.09168 0.64420 1.41536 -0.7 -0.3 -0.6
C 1.84223 -0.08860 -0.49229 1.9 -0.2 -2.7
C -0.14028 -1.28131 0.44901 -4.0 0.1 0.5
C -1.54982 0.46646 -1.22595 0.0 -1.5 -2.5
C -1.83418 -0.81864 -0.50389 2.6 0.0 2.9
N 2.64921 0.88724 -0.17782 0.1 0.1 0.3
N 0.84329 -0.29805 0.39215 0.8 0.6 0.7
Cl -1.47146 1.84959 -0.17607 0.2 0.6 -0.2
Cl -3.13515 -0.55560 0.70134 0.1 -0.7 -0.4
H 2.47795 2.22833 1.50801 0.9 0.7 0.3
H 0.32382 0.84226 2.16135 0.5 -0.3 -0.1
H 2.17305 -0.56044 -1.46139 -1.5 -0.4 1.3
H -0.25036 -1.70040 1.48826 -0.6 1.2 -0.8
H -0.08978 -2.15603 -0.10100 1.5 -1.4 -1.6
H -2.43755 0.50800 -1.93998 1.3 0.8 0.6
H -0.57108 0.31239 -1.84477 -1.7 0.6 1.1
H -2.10961 -1.62334 -1.20818 0.3 0.2 0.6



# 7
19
Properties=species:S:1:pos:R:3:forces:R:3 method="wB97M-V/def2-TZVPD" relative_energy_kcal_mol=102.8 multiplicity=1 total_charge=+1 homo_lumo_gap_ev="7.58 / 7.58" e_homo_ha="-0.4827 / -0.4827"
C 1.67089 0.48685 -0.02140 0.8 -1.5 -0.3
C 1.07393 -0.88305 -0.06871 -0.7 0.2 0.1
C -0.35539 1.60014 0.53987 -0.9 -1.4 2.2
C -2.44497 -1.75348 0.13473 0.1 -1.7 -0.5
C 1.46101 2.81581 -0.02114 -1.0 5.2 -1.6
C -1.01538 -2.13019 -0.06863 1.3 -1.4 0.3
N 0.89306 1.52590 0.01663 0.1 -1.3 -0.7
N -0.17422 -0.93668 0.08863 0.2 0.6 -0.8
Cl 3.37536 0.62070 0.07136 -0.7 0.1 -0.2
Cl 2.08893 -2.23625 -0.39314 0.0 0.2 0.0
Cl -1.74060 1.87971 -0.20492 -0.7 0.5 -1.3
H -3.08866 -2.61158 -0.15928 0.3 0.8 0.2
H -2.58478 -0.91602 -0.49893 -0.8 0.8 -0.5
H -2.57787 -1.52927 1.15911 -0.6 0.5 1.0
H 0.84807 3.74745 0.42029 1.0 -2.7 -0.7
H 2.35730 2.72046 0.45655 2.2 0.4 1.7
H 1.75433 3.15049 -1.05821 -0.7 -0.7 0.7
H -0.89508 -2.66401 -1.04959 0.4 1.0 0.5
H -0.64594 -2.88701 0.65677 -0.3 0.4 -0.2



# 8
16
Properties=species:S:1:pos:R:3:forces:R:3 method="wB97M-V/def2-TZVPD" relative_energy_kcal_mol=97.4 multiplicity=1 homo_lumo_gap_ev=10.46 e_homo_ha=-0.3580 smiles="C=C[C@@H]1[C@@H](F)C[C@@H]1Cl"
C 1.27762 -0.64877 -0.43463 4.2 -1.8 0.9
C 0.57503 -1.72053 0.62228 1.7 -1.5 -0.5
C -0.65203 -0.89571 0.25199 -0.5 -2.3 1.4
C 0.14983 0.20411 -0.49313 -6.4 2.9 0.0
C 0.02895 1.61565 0.22414 -2.3 -0.1 0.7
C -1.12378 2.40576 -0.08684 0.5 -1.6 -0.2
H 1.40623 -0.97842 -1.44533 0.3 -1.3 -0.1
H 0.46275 -2.78241 0.05989 0.5 2.5 1.6
H 0.82857 -1.96011 1.78658 -0.2 1.2 -3.0
H -1.32320 -0.65736 1.05782 -0.3 0.6 0.2
H -0.50359 0.19576 -1.44016 1.8 0.6 0.5
H 0.76033 1.59889 1.17442 -1.8 1.0 -2.3
H -1.63439 3.38638 0.39566 2.0 -2.5 -0.9
H -1.83234 1.96106 -0.96967 2.0 1.2 2.1
F -1.36504 -1.87227 -0.52635 -0.5 1.7 -0.6
Cl 2.94507 0.14799 -0.17666 -1.1 -0.5 0.3